Record 1
13
Properties=species:S:1:pos:R:3 method="wB97M-V/def2-TZVPD" orbital_gap_ev="5.831 / 5.237" relative_energy_kcal_mol=82.0 multiplicity=2 lumo_energy_ev="-5.36 / -5.96" charge=+1
O 0.53553 0.86740 -0.64627
C 1.36719 1.27745 0.11129
C 1.64674 2.68543 0.49878
H 1.15468 3.39253 -0.18291
H 1.29625 2.82837 1.53249
H 2.73548 2.82906 0.50452
O 0.16985 -2.18436 0.70036
Ag 2.29977 -1.05024 1.75156
C -0.77273 -1.74721 0.10341
O -1.35249 -2.28937 -0.92034
C -2.71956 -2.22144 -1.09673
H -3.03354 -2.49808 -2.09662
H -3.32718 -1.88954 -0.25953

***

Record 2
12
Properties=species:S:1:pos:R:3 method="wB97M-V/def2-TZVPD" orbital_gap_ev="6.214 / 5.980" relative_energy_kcal_mol=0.0 multiplicity=3 lumo_energy_ev="0.04 / -4.25" charge=0
B 1.69881 0.03157 -0.09369
C -0.63240 1.15044 0.56079
C -0.72012 -1.04796 -0.52646
C -2.56098 0.06273 -0.01023
C 0.19121 0.12254 0.21079
N -1.97039 1.03915 0.55179
N -1.98257 -0.98991 -0.68536
H 2.09182 -0.92982 -0.69007
H 2.46943 0.78680 0.30084
H -0.27799 2.09132 0.97278
H 0.03906 -1.82096 -0.87734
H -3.63799 0.24677 0.03721

***

Record 3
13
Properties=species:S:1:pos:R:3 method="wB97M-V/def2-TZVPD" orbital_gap_ev=9.629 relative_energy_kcal_mol=9.1 smiles=OB(O)c1cccs1 lumo_energy_ev=0.52 charge=0
O 0.62877 2.30619 1.36551
B 0.92365 1.44570 0.35577
O 1.85579 1.84202 -0.54686
C 0.11088 0.18829 0.13476
C 0.25919 -0.86449 -0.75081
C -0.72734 -1.88375 -0.79749
C -1.61982 -1.61139 0.17319
S -1.30983 -0.11815 1.11486
H -0.22815 2.00395 1.77702
H 2.08751 2.78837 -0.37547
H 1.04829 -0.86767 -1.50507
H -0.79035 -2.73098 -1.51442
H -2.23859 -2.49809 0.56901

***

Question: Look up the charge of the second one.
Answer: 0

***

Question: Look up the charge of the third one.
Answer: 0

***

Please write out number 2 again, unchanged.
12
Properties=species:S:1:pos:R:3 method="wB97M-V/def2-TZVPD" orbital_gap_ev="6.214 / 5.980" relative_energy_kcal_mol=0.0 multiplicity=3 lumo_energy_ev="0.04 / -4.25" charge=0
B 1.69881 0.03157 -0.09369
C -0.63240 1.15044 0.56079
C -0.72012 -1.04796 -0.52646
C -2.56098 0.06273 -0.01023
C 0.19121 0.12254 0.21079
N -1.97039 1.03915 0.55179
N -1.98257 -0.98991 -0.68536
H 2.09182 -0.92982 -0.69007
H 2.46943 0.78680 0.30084
H -0.27799 2.09132 0.97278
H 0.03906 -1.82096 -0.87734
H -3.63799 0.24677 0.03721